Entry 1:
DFT (ωB97M-V/def2-TZVPD) results for a structure of composition C24H22BrCoN5O6S.

The geometry in XYZ format:
```
60
Properties=species:S:1:pos:R:3:forces:R:3
Br -1.7251 -1.6770 3.0347 -0.123 -0.054 0.052
Co -1.9766 0.1722 0.1406 -0.312 0.280 -0.386
S -3.9300 0.6198 1.6380 0.103 -0.025 0.050
O -2.3156 -2.2037 -2.4236 0.060 -0.025 -0.118
O -1.0213 0.4717 -1.5845 -0.148 -0.120 0.228
O 0.3474 1.3381 2.2173 -0.196 0.066 0.022
O -2.7217 -1.5554 -0.3031 0.051 0.034 0.188
O -2.7971 2.7004 -0.7786 0.017 0.068 -0.045
O -1.4640 0.6978 -4.0385 -0.033 -0.049 -0.059
N -6.3368 0.8361 0.1490 -0.161 0.029 -0.103
N 0.5371 -1.0957 -0.7893 -0.129 -0.138 0.080
N -0.0239 -0.9649 0.4203 0.066 -0.096 0.100
N -1.2622 1.9596 0.7199 0.246 -0.330 0.130
N -1.4355 4.2553 0.1379 0.003 0.007 -0.013
C 1.3393 -2.2414 -4.7996 0.016 -0.016 0.012
C 4.1681 0.1726 2.9536 0.050 -0.090 0.076
C 0.9543 -1.5638 3.8440 -0.316 0.042 -0.160
C 5.0824 -0.5067 3.7506 0.060 0.050 -0.013
C 1.1814 -1.7392 -3.5120 0.037 -0.007 0.042
C -5.3257 0.7403 0.7085 0.291 -0.101 0.129
C 0.1699 -0.0926 -1.8310 0.270 0.104 0.064
C -0.3751 -0.7375 -5.5494 -0.040 0.051 0.061
C 0.5565 -1.7247 -5.8192 0.012 -0.028 -0.088
C -2.5592 -3.8555 -0.7147 -0.044 0.047 -0.001
C 4.6409 -1.5232 4.5890 0.052 0.030 -0.017
C -0.3822 4.5561 0.9445 -0.020 -0.030 0.030
C 0.2686 -0.7438 -3.2136 -0.041 0.122 -0.070
C -2.0769 5.2526 -0.6870 -0.065 0.065 -0.040
C 2.8244 -0.1673 2.9767 0.082 0.013 -0.050
C 0.2391 3.6064 1.6556 -0.069 0.005 -0.029
C -0.5395 -0.2445 -4.2537 -0.008 -0.036 0.009
C 0.6104 -1.4537 1.4175 0.084 0.016 -0.200
C 2.3773 -1.2135 3.7902 0.096 -0.040 0.047
C -1.8780 2.9223 -0.0078 -0.132 0.051 -0.105
C 0.1268 -1.5173 2.7856 0.380 -0.102 0.270
C -0.2192 2.2160 1.5567 -0.046 0.202 -0.077
C -2.5180 -2.4120 -1.2332 -0.062 0.021 -0.012
C 3.3000 -1.8680 4.6120 -0.054 0.022 -0.084
H 0.9969 0.6659 -1.7884 -0.103 -0.035 -0.036
H 4.4947 0.9880 2.3192 0.029 -0.004 0.009
H -1.0217 -0.3447 -6.3238 -0.009 0.010 -0.017
H 2.0963 0.4072 2.4116 0.081 -0.075 0.064
H -3.1541 5.0958 -0.6751 0.035 0.006 0.010
H 6.1314 -0.2332 3.7316 -0.009 -0.013 0.005
H 1.5247 -1.3263 -0.7581 0.007 0.019 0.021
H -2.4846 -4.5680 -1.5347 0.002 0.014 -0.024
H 1.7863 -2.1597 -2.7172 0.030 -0.013 0.016
H -1.7449 5.1867 -1.7268 -0.011 -0.012 0.024
H 2.9562 -2.6615 5.2653 -0.019 -0.020 0.014
H -1.8395 6.2408 -0.2905 0.001 0.002 -0.016
H 0.5563 -1.8133 4.8205 -0.090 0.048 -0.021
H 5.3419 -2.0488 5.2270 0.021 0.009 -0.008
H -1.7282 -3.9990 -0.0222 0.056 -0.005 0.023
H 2.0548 -3.0304 -4.9951 0.016 -0.017 -0.001
H 0.6567 -2.1041 -6.8310 0.003 -0.002 0.008
H -1.5693 0.7344 -3.0332 0.072 0.060 0.035
H -0.0978 5.6024 0.9781 0.001 -0.025 -0.007
H 1.0618 3.8290 2.3161 0.030 0.013 0.014
H -3.4766 -4.0196 -0.1488 -0.035 0.008 0.005
H 1.6184 -1.8574 1.2720 -0.085 -0.006 -0.034
```
Forces are in eV/Å.

As for the HOMO energy (alpha / beta): -2.098 / -2.086 eV. Its total charge is -2. As for the multiplicity: 2.

Entry 2:
DFT (ωB97M-V/def2-TZVPD) results for a structure of composition C24H22BrFN4O4S4Ti.

The geometry in XYZ format:
```
61
Properties=species:S:1:pos:R:3:forces:R:3
Br 1.7243 3.4648 -2.9625 0.017 0.045 0.011
Ti -0.3888 -1.9368 -3.7991 -0.214 -1.290 0.501
S 1.7024 -2.7099 -4.8117 -0.174 0.139 0.154
S 3.0571 -5.3787 -4.4469 -0.005 -0.055 -0.047
S -1.1146 -4.2654 -3.9651 0.220 0.367 -0.034
S 0.5712 -6.7434 -3.6866 0.007 -0.045 -0.052
F 2.7494 -0.6386 1.9073 -0.001 -0.051 -0.059
O 2.9193 -7.9413 -3.8326 0.008 -0.083 -0.086
O -4.2078 -0.5300 -2.8645 0.068 -0.064 -0.028
O -2.3154 -1.3155 -3.7402 0.585 -0.099 -0.172
O -0.1503 -1.6305 -1.9331 -0.178 0.214 -0.528
N 1.2086 0.8559 3.7814 -0.146 -0.116 0.097
N 0.1809 0.0261 -4.5433 0.071 0.095 -0.124
N -2.5431 0.3848 0.7186 -0.040 0.006 0.011
N 1.4982 2.3687 5.6861 -0.047 0.020 -0.016
C 1.4537 -0.3376 1.6123 0.019 -0.083 0.087
C -0.1096 0.3513 -5.8039 -0.026 0.228 -0.044
C 0.1117 1.6214 -6.3051 0.140 0.018 0.236
C -0.9585 -0.9636 -1.1297 0.131 0.136 0.007
C -0.4083 -0.5196 0.0925 -0.174 -0.062 0.055
C -2.3092 -0.6281 -1.4557 -0.264 0.238 0.313
C -1.2103 0.1857 1.0412 0.041 -0.031 -0.070
C 2.8356 1.8368 5.2638 -0.089 0.038 0.089
C -3.3579 2.5793 1.5248 -0.012 0.076 0.043
C 2.3077 -6.9156 -3.9806 0.021 0.118 0.177
C 0.9490 -0.7731 0.4106 -0.012 0.007 -0.026
C -3.0334 0.0231 -0.5059 0.072 -0.103 -0.121
C -3.0332 -0.8506 -2.7841 -0.004 0.151 0.292
C 0.9710 2.2217 -4.1595 -0.080 -0.039 -0.257
C -3.4416 1.0651 1.6390 0.030 -0.074 0.010
C 1.5984 -4.4124 -4.3966 -0.181 0.072 -0.048
C 0.5961 1.2308 6.0849 0.093 0.115 0.017
C 0.7168 0.1749 4.9721 0.003 -0.090 0.025
C 0.7267 0.9319 -3.7280 -0.041 0.016 -0.118
C 0.6603 2.5813 -5.4640 -0.029 -0.061 0.008
C -0.6512 0.6458 2.2207 0.121 -0.040 -0.065
C 0.7098 0.3726 2.5314 -0.055 0.149 -0.110
C 0.4569 -5.0329 -4.0492 0.032 0.081 -0.076
C 2.6248 1.1333 3.9093 0.204 0.062 -0.017
H -4.0629 0.2826 -0.7077 -0.005 -0.022 -0.039
H -0.5353 -0.4237 -6.4305 -0.010 -0.022 0.088
H -0.1431 1.8410 -7.3311 0.023 0.078 -0.002
H 2.9242 1.7817 3.0858 0.018 -0.021 -0.006
H 1.3812 -0.6428 5.2836 -0.005 0.007 -0.008
H -3.6367 2.9012 0.5215 -0.010 -0.025 -0.021
H -3.2148 0.7229 2.6515 -0.013 0.034 -0.009
H -4.4506 0.7189 1.4158 0.007 0.043 -0.013
H 3.2602 0.2413 3.8813 -0.065 0.076 0.027
H -4.0355 3.0575 2.2335 -0.009 -0.010 0.011
H -1.2168 1.2547 2.9108 -0.022 0.010 0.031
H 1.5693 3.0706 6.4183 0.001 -0.009 0.017
H 0.9738 0.6139 -2.7223 -0.060 -0.042 -0.013
H 0.8458 3.5884 -5.8108 0.002 0.003 -0.003
H -2.3465 2.9375 1.7191 0.021 -0.018 -0.004
H 3.5394 2.6638 5.2126 0.016 -0.022 -0.030
H -0.2585 -0.2557 4.7638 -0.016 0.001 -0.001
H 1.0690 2.7735 4.8462 0.024 0.011 0.010
H 0.9328 0.8822 7.0596 -0.049 -0.043 -0.013
H -0.4072 1.6449 6.1691 -0.012 -0.051 -0.005
H 3.1449 1.1505 6.0507 0.062 0.017 -0.033
H 1.5705 -1.3367 -0.2686 -0.016 -0.002 -0.022
```
Forces are in eV/Å.

As for the HOMO energy (alpha / beta): -5.101 / -5.843 eV. As for the multiplicity: 3.

Entry 3:
DFT (ωB97M-V/def2-TZVPD) results for a cluster of 2 separate species, C24H22ClNO2S in total.

The geometry in XYZ format:
```
51
Properties=species:S:1:pos:R:3:forces:R:3
Cl 1.2336 1.2905 1.4911 0.095 1.431 1.541
S 3.3540 -0.6651 0.8293 -0.480 -0.010 0.550
O 3.2316 -1.9600 0.1902 0.272 0.271 -0.028
O 3.4470 -0.5390 2.2668 -0.057 -0.289 -0.004
N -1.9684 3.2739 -0.5355 0.870 -0.239 -0.080
C -1.6221 -3.6414 -0.7441 -0.214 -0.023 0.156
C 6.8651 -0.3313 -1.2681 0.023 0.150 0.283
C -0.9276 2.4187 -0.6997 -0.895 -0.538 0.178
C -1.7931 -1.5057 1.0453 0.122 0.107 -0.229
C -1.3699 1.0826 -0.5184 -0.185 1.115 0.219
C -3.1287 -5.0374 0.7412 -0.028 -0.113 -0.046
C -2.4050 -2.7168 1.3507 0.020 0.273 -0.320
C -2.3722 -3.7762 0.4316 0.094 0.214 0.169
C -1.0926 -1.3374 -0.1761 -0.079 -1.167 0.670
C -4.4092 3.0809 -0.0490 -0.327 -0.599 0.032
C -5.1906 0.7773 -0.0007 0.514 -0.126 -0.145
C -0.9548 -2.4595 -1.0262 0.050 0.596 0.210
C 1.8612 0.2338 0.3218 1.265 -0.362 -1.323
C -5.4469 2.1534 0.1151 0.438 0.246 -0.063
C -3.8932 0.2877 -0.2404 -0.739 -0.131 0.158
C -2.8303 1.1791 -0.3088 0.277 0.780 0.329
C 5.8551 0.6845 1.1285 -0.079 0.098 -0.091
C 7.7074 0.3928 -0.4160 -0.321 -0.031 0.021
C 5.5315 -0.5558 -0.9116 0.126 0.111 -0.126
C -1.8896 4.7222 -0.6658 0.263 0.187 -0.091
C -0.5562 -0.0540 -0.5599 0.368 -0.476 -1.594
C -3.1420 2.5592 -0.2659 0.457 -0.127 -0.314
C 7.1914 0.9209 0.7744 -0.146 -0.237 -0.310
C 5.0129 -0.0586 0.2859 0.202 -0.002 -0.315
H -4.2047 -4.8504 0.8264 0.137 0.066 -0.003
H -2.8551 5.1451 -0.3758 0.401 0.027 -0.019
H 4.9028 -1.1523 -1.5637 -0.002 0.012 0.130
H -2.9890 -5.7733 -0.0518 0.028 -0.052 0.132
H -2.8000 -5.4619 1.6968 -0.022 0.001 -0.200
H -2.9773 -2.8262 2.2784 0.305 0.039 -0.309
H 0.0864 2.7657 -0.8992 -0.413 -0.036 0.157
H 8.7623 0.5328 -0.6739 -0.436 0.008 0.087
H -0.3463 -2.3617 -1.9268 -0.202 -0.062 0.204
H 2.1586 0.7951 -0.5827 -0.186 -0.178 0.208
H -1.5898 -4.4749 -1.4481 0.096 0.227 0.203
H -4.5575 4.1568 -0.0143 -0.239 -0.276 0.022
H -6.0148 0.0683 0.1016 0.269 0.233 -0.092
H 0.3240 -0.0337 -1.1939 -0.538 -0.188 0.000
H 5.4878 1.0703 2.0742 -0.106 -0.147 -0.122
H 7.8472 1.5055 1.4269 -0.349 -0.258 -0.143
H -1.6699 5.0201 -1.7032 -0.179 -0.212 0.291
H 7.2544 -0.7388 -2.2040 -0.153 0.100 0.314
H -3.7107 -0.7761 -0.3755 -0.223 0.238 0.164
H -1.8631 -0.6612 1.7423 0.066 -0.369 -0.322
H -1.0853 5.1248 -0.0311 -0.400 -0.167 -0.084
H -6.4583 2.5069 0.3114 0.244 -0.115 -0.055
```
Forces are in eV/Å.

As for the HOMO energy: -6.836 eV.

Entry 4:
DFT (ωB97M-V/def2-TZVPD) results for the molecule C24H22F2N4S.

The geometry in XYZ format:
```
53
Properties=species:S:1:pos:R:3:forces:R:3
S 2.1922 2.9800 -1.5519 0.433 0.552 -0.032
F 1.4359 -5.5516 2.0330 -0.029 -0.007 0.009
F -4.3814 4.3639 -1.7463 0.131 0.003 -0.025
N 3.5422 -0.6752 3.3321 0.122 -0.208 0.532
N 1.3878 0.5335 -0.9976 -0.153 0.085 -0.133
N -3.0675 -2.8128 0.7753 -0.449 0.095 -0.100
N -0.2916 2.0403 -1.4752 -0.017 -0.941 0.347
C -0.4266 4.1169 -2.7987 0.203 -0.082 -0.101
C 0.4228 -0.5191 -0.7572 -0.270 -0.027 0.245
C 0.3437 -3.5583 1.4490 -0.014 -0.286 0.068
C 0.2872 -4.9030 1.7264 0.013 0.140 -0.052
C 3.0746 -0.1332 0.6430 0.091 -0.132 0.131
C -1.1993 -1.5836 0.7919 -0.232 0.251 -0.001
C -0.2230 -0.4654 0.6433 -0.146 -0.254 -0.215
C -3.0769 4.2983 -2.0926 0.120 0.006 -0.098
C 3.4671 -1.3987 1.0613 -0.016 0.254 -0.025
C -1.2040 5.1654 -3.2548 -0.191 -0.101 0.106
C -3.4405 -0.4214 0.2043 0.093 -0.088 -0.081
C -2.0884 -5.0315 1.3977 -0.001 0.074 -0.008
C -2.0615 -3.6732 1.1107 0.628 -0.166 0.092
C -2.5394 5.2764 -2.9081 -0.209 -0.020 0.103
C -2.5537 -1.5556 0.5822 0.264 0.150 0.068
C -0.9777 3.1498 -1.9618 -0.291 0.654 -0.276
C 3.6869 -1.6139 2.4143 0.025 -0.191 -0.155
C -2.3275 3.2432 -1.6173 0.005 0.078 -0.004
C 1.0465 1.8010 -1.3426 0.156 0.096 -0.001
C -0.8940 -5.6461 1.7054 0.132 -0.022 0.037
C -0.8581 -2.9273 1.1295 -0.474 -0.344 -0.012
C 3.1816 0.5334 2.9332 -0.119 0.311 -0.210
C 2.9349 0.8582 1.6098 0.065 -0.136 0.002
C 2.7784 0.1670 -0.8000 0.332 0.047 -0.076
H -3.4654 -0.2873 -0.8788 -0.061 0.058 -0.043
H -4.4580 -0.6042 0.5430 -0.089 0.081 0.020
H -0.3528 -0.5082 -1.5320 0.078 -0.056 0.045
H 0.6069 4.0525 -3.0898 -0.055 -0.007 0.004
H 3.0846 1.2737 3.7163 -0.030 0.131 0.001
H -0.9075 1.3493 -1.0713 0.111 0.036 -0.126
H -3.0120 -5.5894 1.3820 -0.084 -0.098 0.005
H -0.7156 0.4954 0.8076 0.061 0.084 0.040
H -0.8508 -6.6982 1.9364 0.017 -0.109 0.025
H -0.7584 5.9078 -3.8983 0.044 0.065 -0.064
H 1.2803 -3.0255 1.4912 0.138 0.041 0.011
H 0.5595 -0.5645 1.3968 -0.009 0.128 0.007
H 2.6427 1.8579 1.3276 -0.055 0.144 -0.038
H -3.0899 0.5021 0.6606 -0.023 0.084 0.022
H 3.0057 -0.7027 -1.4255 -0.041 0.047 0.051
H -2.7966 2.5049 -0.9837 -0.066 -0.071 0.093
H 3.3881 1.0127 -1.1335 -0.103 -0.275 0.021
H -3.1549 6.0888 -3.2576 -0.095 0.081 -0.024
H 0.9476 -1.4722 -0.8494 -0.067 0.031 -0.073
H 3.9839 -2.5875 2.7822 0.027 -0.124 -0.052
H 3.6019 -2.2003 0.3496 0.000 -0.097 -0.072
H -4.0409 -3.0542 0.6972 0.099 0.037 0.013
```
Forces are in eV/Å.

As for the HOMO energy: -8.230 eV. The SMILES is Cc1[nH]c2ccc(F)cc2c1CCN(Cc1ccncc1)C(=S)Nc1cccc(F)c1.